Record 1
Computed, not measured: a structure of composition C30H43F5N4OS3Si4Zn in a non-equilibrium geometry, with ωB97M-V with the def2-TZVPD basis set.

HOMO level: -7.41 eV
E_tot: -165839.0106 eV
Kohn-Sham gap: 0.2739 Ha
LUMO energy: 0.0377 eV
relative energy (zero: lowest compared OMol25 entry of this formula, charge and spin): 39.39 kJ/mol

The geometry in ORCA input format:
```
! wB97M-V def2-TZVPD RIJCOSX def2/J DEFGRID3
* xyz 0 1
H 2.57 -2.74 -3.16
F 1.02 6.30 0.33
H 1.70 3.49 -1.93
H 3.71 -2.90 2.39
H 2.92 0.97 3.65
C 5.20 2.76 -0.31
H 5.70 2.37 0.57
H -5.84 -0.57 -2.36
H 2.07 3.27 2.02
F -0.91 8.21 0.06
C -2.86 5.18 -0.31
H 5.46 -0.39 0.67
N 0.13 -2.34 0.45
Zn -0.19 1.05 0.12
C 2.69 3.80 -1.62
C 0.11 -5.16 1.48
H -7.87 -0.05 -1.04
C -3.35 -2.45 -1.53
C -2.54 6.52 -0.22
H -0.52 -5.34 0.60
Si 3.31 2.79 -0.12
H 5.05 -1.02 -1.78
H 2.75 -0.71 4.16
H 3.81 3.49 2.23
Si 3.17 -0.56 1.68
O -1.84 -0.40 -0.94
C -3.64 -5.18 -1.26
C -6.78 0.35 0.77
H -4.08 -5.19 -3.36
N -1.13 -2.66 3.66
H 3.36 -2.86 0.67
C 2.12 -2.25 -2.29
C -5.53 0.40 1.37
H 3.37 3.67 -2.47
C -6.90 -0.01 -0.57
H -3.20 -4.87 0.82
H 5.59 3.77 -0.48
H 0.05 -6.02 2.14
C -4.53 -0.26 -0.69
C 1.76 0.46 -3.60
C -3.67 -3.21 -2.64
N -0.38 -2.70 1.68
F -3.49 7.45 -0.33
C 4.51 -0.43 -2.53
H -0.58 -1.83 -0.08
H 2.04 -2.83 1.85
Si 2.22 0.67 -0.11
H 5.27 0.77 1.98
H 0.70 0.57 -3.38
H -7.66 0.60 1.34
H 0.40 -3.17 -0.06
C -0.60 4.61 0.06
H 4.92 0.58 -2.50
H 1.42 0.11 3.34
H 1.04 -2.35 -2.39
C 2.98 3.66 1.54
H -3.75 -6.26 -1.16
C -0.88 -1.84 2.62
C -5.77 -0.31 -1.31
H -1.50 -2.37 4.55
H 2.17 1.46 -3.76
S -1.19 -0.20 2.57
H 2.44 -2.81 -1.40
C -1.23 6.91 -0.01
H 4.74 -0.85 -3.51
C -0.36 -3.97 2.22
H -2.96 -2.42 0.58
S -2.32 2.50 -0.31
H -3.41 0.12 1.10
C -0.25 5.95 0.13
C 2.51 0.00 3.37
H -3.81 -2.74 -3.60
C -4.39 0.08 0.64
H 5.58 -0.92 2.34
S -3.10 -0.66 -1.72
C -3.18 -3.04 -0.28
F -4.14 4.85 -0.52
N -0.81 -3.96 3.43
C 5.05 -0.25 1.67
C -3.33 -4.41 -0.15
H 1.84 -0.09 -4.54
H 2.84 4.73 1.42
C -3.82 -4.59 -2.50
H 1.14 -5.04 1.16
Si 2.65 -0.42 -2.17
H -5.43 0.69 2.40
F 0.37 3.70 0.24
C -1.90 4.17 -0.18
H 2.65 4.87 -1.39
C 3.05 -2.46 1.64
H 5.51 2.15 -1.16
*
```

Mulliken atomic charge list, values in e, 2 entries: H 0.477; F -0.291

***

Record 2
Computed, not measured: a cluster of 9 separate species, C30H43IN11O6PS in total in a non-equilibrium geometry, with ωB97M-V with the def2-TZVPD basis set.

HOMO level: -8.29 eV
E_tot: -88703.0053 eV
Kohn-Sham gap: 0.2604 Ha
LUMO energy: -1.2095 eV
relative energy (zero: lowest compared OMol25 entry of this formula, charge and spin): 333.74 kJ/mol

The geometry in ORCA input format:
```
! wB97M-V def2-TZVPD RIJCOSX def2/J DEFGRID3
* xyz 0 1
H 0.02 -4.06 2.42
C 2.98 -4.15 -5.15
C -1.58 2.51 -2.45
O -1.15 -4.18 0.02
C 3.10 4.76 7.65
O -3.10 -2.67 1.34
C -1.28 -4.55 6.02
C -0.19 2.33 3.34
H 4.74 -3.87 -4.00
N -0.36 1.97 0.75
C 0.62 3.07 0.54
H 2.63 2.12 -1.62
N 5.13 3.42 1.04
C 6.69 1.53 2.00
H 0.25 -3.25 -4.93
H 0.56 2.08 -1.87
H -3.22 0.35 -10.69
N -8.17 3.55 5.28
C -2.35 -0.18 1.16
H 3.85 4.10 7.22
H 0.30 -6.18 -8.79
H -1.85 -0.76 -10.46
H -0.04 -2.46 2.81
H 1.71 -5.42 -9.55
H 0.47 3.57 -0.47
C -1.86 0.18 -0.20
N -0.62 -5.47 6.21
H 3.05 4.59 8.73
N -1.75 2.60 -3.71
H -2.21 3.11 -1.74
C -0.88 1.28 -0.35
C -2.14 -3.37 5.76
C 0.38 -2.64 -2.91
H 4.44 -2.62 -5.22
C -0.75 1.64 2.06
N -0.63 -3.26 2.54
H 7.06 1.82 2.98
H 3.95 2.93 -0.71
C -6.05 1.98 5.29
H -1.73 0.57 -11.63
N 0.75 4.29 6.56
H -0.31 -3.95 -0.43
H -3.85 -0.90 -1.29
I 2.41 0.48 1.01
H -1.55 -2.46 5.83
H 1.25 -4.97 -7.90
C -0.15 -3.54 -3.96
C -2.13 0.27 -10.67
C 5.80 2.59 1.46
N 0.79 -1.94 -2.09
H 0.44 3.90 1.28
H -5.24 2.46 4.75
H -1.08 1.98 -4.20
H -6.29 1.03 4.82
C 1.78 4.50 7.04
H -2.57 -3.43 4.76
O -1.76 -0.74 4.38
C -2.27 0.20 3.73
C 3.97 -3.27 -4.48
H -0.09 1.06 5.14
H -1.03 2.76 3.95
H 7.53 1.37 1.33
H -0.35 0.60 -2.40
C -3.42 -1.32 1.40
H -5.74 1.80 6.32
C 0.00 -4.18 -9.42
C 2.84 2.90 -0.85
N -0.67 -3.34 -9.84
H 0.15 -4.57 -3.75
H 2.48 3.90 -1.26
O -4.55 -1.03 1.66
C 0.87 -5.25 -8.88
O -3.24 0.93 4.19
H 3.39 5.80 7.48
H -2.94 -3.33 6.49
H 0.80 0.34 3.75
H 1.72 1.82 5.77
N 2.21 -4.84 -5.66
H 2.70 3.20 1.31
H 3.48 -2.66 -3.73
O 1.82 1.92 4.80
C -0.44 1.57 -1.84
S -2.51 -0.75 -1.61
H 6.13 0.59 2.10
C -7.25 2.87 5.29
H 0.52 3.18 3.14
C 2.14 2.58 0.56
P -1.40 -2.84 1.04
C -1.60 1.16 -9.60
C -1.76 0.58 2.30
H -1.24 -3.48 -3.99
N -1.18 1.85 -8.78
C 0.61 1.31 4.29
*
```

Mulliken atomic charge list, values in e, 2 entries: H 0.305; C 0.428

***

Record 3
Computed, not measured: a structure of composition C30H44BeBrN3P2 in a non-equilibrium geometry, with ωB97M-V with the def2-TZVPD basis set.

HOMO level (spin up / spin down): -13.12 / -13.11 eV
E_tot: -125299.7439 eV
Kohn-Sham gap (spin up / spin down): 0.1896 / 0.2182 Ha
LUMO energy (spin up / spin down): -7.9591 / -7.1722 eV
relative energy (zero: lowest compared OMol25 entry of this formula, charge and spin): 0.00 kJ/mol

The geometry in ORCA input format:
```
! wB97M-V def2-TZVPD RIJCOSX def2/J DEFGRID3
* xyz 2 1
C -0.79 5.93 -6.32
Br -0.95 -1.45 -0.74
C 1.15 1.78 2.92
P 2.09 -0.79 -1.03
H -4.98 -3.92 -1.28
H -1.21 4.48 -7.87
H 4.11 -3.13 -1.07
C -0.98 2.76 2.25
H -1.45 6.18 -9.67
C -2.93 -1.61 -6.05
H 1.87 0.27 1.56
C -1.21 6.48 -8.65
H -0.90 -4.89 -4.89
C -1.81 2.07 -3.51
C 0.58 1.70 -2.08
H 1.56 1.63 -1.58
C -0.40 0.70 -2.22
C -3.20 -3.03 -2.12
H 3.50 0.71 0.21
H 5.12 -1.08 -1.73
C 3.62 0.20 -0.76
C -0.77 4.12 -4.35
H 3.65 0.98 -1.53
C -2.59 -1.34 -4.57
C -0.93 2.00 1.10
H -1.66 -0.76 -4.50
H -5.29 -3.00 -2.76
H -3.37 -0.72 -6.50
H 4.95 -1.35 0.02
H 0.96 3.54 4.84
H 2.80 -2.06 0.86
H 2.21 -2.24 -2.94
C -0.61 7.31 -6.12
C -0.81 3.05 -3.45
H -2.02 -1.85 -6.60
C 4.92 -0.59 -0.77
C -0.76 8.20 -7.19
C 0.11 2.70 3.15
H 1.05 3.74 -2.57
H 2.57 -3.82 -1.67
H 1.30 -2.68 0.17
H 3.19 -4.28 -0.09
H -0.37 7.69 -5.14
H -2.59 -3.64 -1.45
N 0.14 1.20 0.83
H -1.75 2.01 0.37
C 2.93 -0.37 -3.77
H 2.80 0.72 -3.65
N 0.17 3.54 4.21
H 2.65 -0.61 -4.80
H -0.23 -2.99 -2.57
C 2.03 -1.17 -2.83
P -2.32 -2.89 -3.69
H -2.68 2.20 -4.14
H -3.29 -2.02 -1.71
H 0.79 -4.71 -4.38
C -1.08 5.53 -7.64
H -2.46 0.21 -2.65
C -1.63 0.90 -2.77
H -1.83 3.42 2.43
H -0.63 9.27 -7.04
H 3.99 -0.62 -3.65
C -4.58 -3.67 -2.27
Be 0.22 0.42 -0.65
C -0.25 -4.60 -4.06
N -1.05 7.79 -8.42
H -3.40 -0.78 -4.08
H 0.99 -0.98 -3.11
H 1.98 1.69 3.61
H -0.02 -2.44 -4.26
H -0.55 4.23 4.39
H -3.63 -2.44 -6.15
H -0.43 -5.31 -3.24
H -4.51 -4.60 -2.85
C 1.11 1.02 1.77
C 2.32 -2.34 -0.08
C 3.09 -3.44 -0.78
C -0.54 -3.16 -3.61
C 0.32 2.94 -2.65
H 5.75 0.10 -0.59
C -0.72 4.98 -5.22
*
```

Mulliken atomic charge list, values in e, 2 entries: C 0.579; Br -0.324

***

Record 4
Computed, not measured: a structure of composition C30H44BrMgN3P2 in a non-equilibrium geometry, with ωB97M-V with the def2-TZVPD basis set.

HOMO level: -13.91 eV
E_tot: -130344.4456 eV
Kohn-Sham gap: 0.2779 Ha
LUMO energy: -6.3484 eV
relative energy (zero: lowest compared OMol25 entry of this formula, charge and spin): 0.00 kJ/mol

The geometry in ORCA input format:
```
! wB97M-V def2-TZVPD RIJCOSX def2/J DEFGRID3
* xyz 2 1
C 2.77 0.74 0.97
C 1.29 3.89 -1.27
C 2.32 -2.07 0.32
H 0.04 -2.38 1.86
H -4.74 -2.19 -1.18
H -2.79 4.31 0.16
N -0.19 -2.49 2.86
H 2.37 0.85 1.98
H -0.36 -1.78 -3.06
H -2.29 -1.04 -4.02
H 0.81 -0.34 6.78
H 1.23 0.79 -1.94
H 2.65 1.72 0.47
N -0.12 -0.24 2.99
C -2.75 -0.38 -1.99
H 1.51 -2.79 0.08
H 4.70 1.18 1.67
Br -6.43 1.24 1.92
C 2.66 3.93 -3.24
H -3.73 0.02 -3.83
H 0.52 -2.48 5.38
C 3.32 0.39 -2.14
H 0.53 1.86 5.54
C -3.61 0.83 1.87
C 0.57 -0.33 5.74
H -2.13 0.54 -2.03
H -3.79 -0.14 2.36
H -5.10 3.71 0.92
C 3.54 -2.49 -0.47
C 0.14 3.41 -0.57
H -2.27 -3.80 -0.16
H 0.61 3.22 -3.24
C -4.17 -3.12 -1.01
H 4.76 0.37 0.10
C -0.64 -2.48 -2.25
H -1.59 1.11 2.48
C 3.56 4.67 -1.27
C 4.24 0.39 1.07
C 2.36 4.49 -0.57
H 4.43 -0.58 1.55
C -3.00 3.36 0.65
H -4.01 -3.63 -1.97
H -0.11 1.84 3.15
H 2.33 4.62 0.52
P -1.77 -1.64 -1.11
H 2.81 3.69 -4.29
H 0.10 -3.37 3.29
H -1.55 -4.46 -2.06
C 1.40 3.71 -2.67
C -3.18 -0.82 -3.40
C 1.94 -0.02 -1.69
C -0.70 2.86 0.17
H -4.75 -3.79 -0.36
H -3.03 -2.46 0.74
H 2.52 -2.17 1.39
C -1.94 2.48 0.83
H 4.45 5.01 -0.74
C -4.31 3.00 1.03
C -2.27 1.30 1.62
C -1.23 -3.75 -2.84
H 3.27 0.51 -3.23
P 1.60 -0.38 0.10
H 4.10 -0.35 -1.92
H -3.84 -1.70 -3.36
H 4.44 -1.91 -0.24
H 3.65 1.35 -1.71
H -3.63 -0.12 -1.37
H 1.62 -0.92 -2.23
C 0.39 -1.49 5.00
H 3.75 -3.53 -0.20
C -2.84 -2.86 -0.28
H -0.47 -4.23 -3.46
C 0.01 -1.38 3.65
C 0.07 0.91 3.71
H 0.30 -2.71 -1.70
H 3.40 -2.44 -1.55
C -4.61 1.71 1.53
Mg -1.16 -0.44 1.10
N 3.72 4.31 -2.54
C 0.41 0.89 5.06
H -2.10 -3.54 -3.48
*
```

Mulliken atomic charge list, values in e, 2 entries: C 0.162; C 0.639

***

Record 5
Computed, not measured: a cluster of 9 separate species, C30H44Cl6O14 in total in a non-equilibrium geometry, with ωB97M-V with the def2-TZVPD basis set.

SMILES: ClC(Cl)Cl.ClC(Cl)Cl.O=C1CCCO1.O=C1CCCO1.O=C1CCCO1.O=C1CCCO1.O=C1CCCO1.O=C1CCCO1.O=C1CCCO1
HOMO level: -9.56 eV
E_tot: -135623.7027 eV
Kohn-Sham gap: 0.3699 Ha
LUMO energy: 0.5078 eV
relative energy (zero: lowest compared OMol25 entry of this formula, charge and spin): 31.58 kJ/mol

The geometry in ORCA input format:
```
! wB97M-V def2-TZVPD RIJCOSX def2/J DEFGRID3
* xyz 0 1
C -4.50 -1.86 -0.91
Cl 1.84 -4.07 2.77
H 5.02 -1.82 -4.08
C -2.68 2.05 3.12
C 4.74 1.62 0.91
H 3.55 -2.60 -3.94
C -1.76 -1.89 6.55
C -0.98 2.44 -3.46
O 4.28 -0.59 1.62
H -0.02 2.43 -5.33
H -6.76 -0.14 0.18
H -1.38 -2.08 -3.16
O -1.65 1.57 3.82
H -3.43 -1.92 -4.46
Cl 3.98 -4.71 0.73
H 0.48 4.49 -1.93
H -6.14 -2.69 0.00
H -3.88 0.83 0.32
H 0.16 2.13 2.86
O -0.71 -0.23 -5.47
C 5.64 -0.62 1.19
H -5.18 1.06 -0.88
H 1.51 3.11 -1.58
C -5.39 -1.92 0.28
H 3.82 0.03 -4.65
H 4.35 2.06 -0.01
C -1.12 3.82 3.27
H -0.66 4.04 -4.93
H -0.09 -0.84 1.79
C -2.32 3.32 2.45
H 5.72 -1.35 0.42
H -4.76 -2.32 1.14
H -0.38 4.43 2.79
H -2.65 -0.22 5.45
C -1.68 -1.06 -3.45
Cl -1.87 -2.25 1.14
C -5.80 -0.42 0.54
C -0.82 -2.44 5.48
Cl -1.04 0.31 0.04
H -3.75 -1.24 6.30
H -0.23 -3.33 5.73
C 0.78 3.52 -2.32
H 3.40 -2.76 1.70
C 1.22 3.48 -3.81
O -3.76 1.56 3.12
H -3.24 3.96 2.54
C -0.49 -1.15 0.85
H -5.80 -0.16 1.57
H -1.98 -0.60 -2.55
H 0.10 2.47 4.62
C -0.49 2.50 3.69
C 6.08 0.79 0.74
O 3.82 1.50 -2.27
O 2.51 0.77 1.53
H -2.16 3.16 1.36
O -4.06 -2.78 -1.57
O 4.51 -0.53 -1.66
C 4.14 -1.80 -3.54
Cl 0.86 -1.92 -0.04
H 1.66 4.46 -4.12
C -0.47 -0.38 -4.19
H 2.42 -0.33 -3.87
O -3.86 -2.38 3.85
C -2.86 -1.23 5.72
H -0.20 -1.61 5.14
H 4.99 -2.59 -1.61
C 3.69 0.61 1.37
H -1.32 -1.13 7.20
H 6.93 1.25 1.14
H 4.86 2.43 1.60
C -4.72 0.33 -0.20
C -0.13 3.10 -4.53
O 0.53 0.05 -3.71
C 3.46 -0.45 -3.74
Cl 4.70 -3.75 3.36
C -2.84 -0.94 -4.47
H -1.43 4.44 4.19
H 6.19 -0.87 2.02
O -0.44 2.69 -2.24
O -4.09 -0.64 -1.06
C 4.23 -1.90 -2.02
H 6.19 0.76 -0.33
C 3.89 0.34 -2.56
H -2.11 -2.80 7.14
O -2.04 1.90 -3.53
H -2.44 0.14 -6.34
H -1.92 -1.64 -6.34
C -2.07 -0.72 -5.78
C 3.47 -3.72 2.16
C -2.97 -2.16 4.60
H 3.17 -2.12 -1.60
H -3.52 -0.13 -4.25
H 1.91 2.66 -3.98
O -1.76 -2.78 4.41
*
```

Mulliken atomic charge list, values in e, 2 entries: C 0.374; Cl -0.089